Record 1
Formula: C5HN4O2
Source: the Open Molecules 2025 dataset
Level of theory: ωB97M-V/def2-TZVPD

The value obtained for the HOMO energy (alpha / beta) is -2.61 / -2.64 eV. As for the gap between HOMO and LUMO (alpha / beta): 5.969 / 5.996 eV. Its net charge is -1. The energy above the lowest of the compared OMol25 structures with the same formula, charge and spin is 9.2 kcal per mole.

XYZ file:
```
12
Properties=species:S:1:pos:R:3:forces:R:3
C -1.28463 0.08549 0.62684 -1.4 1.8 0.3
C 0.66006 -3.18940 1.01678 -0.6 1.1 0.1
C -0.89690 -1.20540 0.87430 0.5 0.5 -0.6
C -0.03548 -2.05142 0.67281 1.2 -1.2 -0.1
C -3.01406 -2.22415 1.46416 -0.5 0.4 0.0
N -1.93290 1.07342 0.61978 0.9 -0.9 -0.1
N 1.28271 -4.00842 1.52531 0.7 -1.2 0.1
N 0.91963 0.26613 -0.13041 0.2 1.4 0.0
N 1.72391 -0.52841 -0.45415 -0.8 0.5 0.6
O -3.19936 -2.52186 0.37000 -0.3 -0.8 -1.3
O -2.99287 -1.90980 2.56939 0.1 0.0 1.5
H 1.07768 1.41652 -0.14986 0.2 -1.7 -0.4
```
Forces are in eV/Å.

=====

Record 2
Formula: C3H2FLiO2
Source: the Open Molecules 2025 dataset
Level of theory: ωB97M-V/def2-TZVPD

The value obtained for the HOMO energy (alpha / beta) is -14.87 / -16.74 eV. Its spin multiplicity is 2. As for the gap between HOMO and LUMO (alpha / beta): 10.854 / 10.400 eV. Its net charge is +1. The energy above the lowest of the compared OMol25 structures with the same formula, charge and spin is 0.0 kcal per mole.

XYZ file:
```
9
Properties=species:S:1:pos:R:3:forces:R:3
O 0.34995 1.20975 0.06625 -0.2 0.1 0.8
C -3.02631 0.29497 -0.18469 -0.3 -1.7 -0.5
C 1.29235 0.43975 0.00024 -0.3 0.0 -2.0
O -3.40494 -0.72567 -0.49053 0.4 1.7 0.5
C 1.22987 -0.98562 0.14103 0.5 0.0 1.0
F 2.41597 0.88727 -0.55127 -0.2 -0.1 0.6
H 0.49300 -1.39288 0.83112 0.1 0.0 -0.4
H 2.04808 -1.60128 -0.23059 -0.3 0.2 0.0
Li -1.39796 1.87371 0.41846 0.3 -0.1 -0.2
```
Forces are in eV/Å.